ORCA calculation (ωB97M-V with the def2-TZVPD basis set) on C36H45AsN4ORuS2 as an isolated structure at a distorted geometry.

HOMO-LUMO gap (spin up / spin down), eV: 7.0 / 6.7
Energy above the lowest of the compared OMol25 structures with the same formula, charge and spin, kcal per mole: 19.0

ORCA input file:
```
! RIJCOSX wB97M-V def2-TZVPD def2/J DEFGRID3
* xyz 1 2
Ru -1.53 0.63 -0.15
S -4.80 -2.43 0.44
C -4.71 -1.51 1.88
C -3.78 -0.51 1.81
C -3.10 -0.47 0.56
C -3.55 -1.47 -0.27
C -2.99 -1.65 -1.59
C -3.44 -2.57 -2.53
C -2.86 -2.59 -3.78
C -1.83 -1.70 -4.07
C -1.42 -0.84 -3.07
N -1.97 -0.82 -1.86
H -5.37 -1.75 2.70
H -3.59 0.17 2.63
H -4.25 -3.24 -2.28
H -3.21 -3.28 -4.54
H -1.35 -1.68 -5.04
H -0.61 -0.14 -3.24
C -4.08 3.76 1.45
C -3.16 4.72 1.86
C -1.81 4.46 1.71
C -1.38 3.26 1.14
C -2.30 2.27 0.77
C -3.66 2.55 0.92
C 0.03 2.99 0.83
C 1.09 3.88 1.17
C 2.37 3.56 0.86
C 2.64 2.37 0.14
C 3.95 2.00 -0.25
C 4.14 0.90 -1.04
C 3.03 0.15 -1.48
C 1.77 0.47 -1.09
C 1.54 1.57 -0.23
N 0.27 1.87 0.18
H -5.14 3.96 1.55
H -3.49 5.65 2.30
H -1.09 5.21 2.03
H -4.40 1.82 0.62
H 0.87 4.81 1.68
H 3.18 4.23 1.12
H 4.79 2.60 0.07
H 5.15 0.62 -1.34
H 3.19 -0.69 -2.15
H 0.91 -0.09 -1.44
C -3.25 3.18 -3.92
As -1.75 3.28 -2.73
C -0.18 3.60 -3.76
C -2.01 4.78 -1.57
O -1.60 1.86 -1.89
H -3.34 4.09 -4.51
H -4.14 3.03 -3.32
H -3.11 2.32 -4.57
H -0.26 4.54 -4.31
H -0.04 2.77 -4.46
H 0.67 3.64 -3.08
H -2.12 5.70 -2.15
H -1.14 4.85 -0.92
H -2.90 4.60 -0.97
C 1.08 -2.15 4.66
C 2.61 -2.04 4.73
C 3.33 -2.12 3.38
C 3.14 -0.92 2.47
N 1.81 -0.82 1.86
C 1.19 -1.58 0.97
S -0.54 -1.47 0.83
N 1.77 -2.45 0.14
C 3.08 -3.13 0.16
C 2.97 -4.58 0.64
C 2.62 -5.58 -0.47
C 1.25 -5.37 -1.11
H 0.67 -2.30 5.66
H 0.78 -2.99 4.04
H 0.61 -1.25 4.26
H 2.98 -2.85 5.35
H 2.89 -1.11 5.23
H 3.00 -3.03 2.86
H 4.40 -2.23 3.56
H 3.89 -0.90 1.68
H 3.27 0.00 3.04
H 1.14 -0.26 2.37
H 1.09 -2.89 -0.46
H 3.77 -2.57 0.78
H 3.46 -3.11 -0.86
H 2.21 -4.64 1.43
H 3.92 -4.87 1.09
H 2.67 -6.58 -0.05
H 3.39 -5.53 -1.25
H 0.47 -5.26 -0.34
H 0.98 -6.22 -1.73
H 1.22 -4.48 -1.75
*
```



ORCA calculation (ωB97M-V with the def2-TZVPD basis set) on C36H45BaCl2N11O2S as an isolated structure at a distorted geometry.

HOMO-LUMO gap, eV: 4.8
Energy above the lowest of the compared OMol25 structures with the same formula, charge and spin, kcal per mole: 0.0

ORCA input file:
```
! RIJCOSX wB97M-V def2-TZVPD def2/J DEFGRID3
* xyz 0 1
Ba -0.42 0.35 -0.33
C -2.60 3.35 0.53
C -3.37 2.42 1.46
N -2.75 1.09 1.39
C -2.59 0.35 2.69
C -1.27 0.71 3.38
N -0.16 1.05 2.42
C 0.34 2.44 2.57
C -0.63 3.50 2.08
N -1.19 3.24 0.73
H -2.83 3.14 -0.51
H -2.96 4.38 0.73
H -3.41 2.82 2.51
H -4.40 2.43 1.04
H -3.38 0.49 0.83
H -3.41 0.50 3.42
H -2.50 -0.70 2.41
H -1.54 1.59 4.00
H -0.93 -0.10 4.08
H 0.63 0.44 2.68
H 0.56 2.69 3.63
H 1.33 2.53 2.05
H -1.45 3.74 2.82
H 0.01 4.40 1.99
H -0.64 3.72 -0.01
N -0.33 -2.40 -1.05
C 0.32 -2.90 -2.23
C 0.67 -4.26 -2.36
C 1.14 -4.75 -3.57
C 1.30 -3.89 -4.70
C 1.03 -2.51 -4.57
C 1.16 -1.54 -5.64
C 0.88 -0.23 -5.34
C 0.48 0.18 -4.05
N 0.31 -0.73 -3.09
C 0.62 -2.01 -3.27
H -1.21 -1.91 -1.26
H -0.60 -3.11 -0.35
H 0.54 -4.92 -1.49
H 1.37 -5.84 -3.69
H 1.63 -4.27 -5.64
H 1.51 -1.88 -6.60
H 0.84 0.44 -6.17
H 0.33 1.22 -3.76
N -2.88 -0.79 -1.25
C -3.85 -1.27 -1.80
N -4.69 -1.86 -2.60
C -5.40 -1.06 -3.42
N -6.03 -0.47 -4.20
N -4.85 -4.90 5.10
C -3.60 -4.41 5.24
O -3.00 -4.37 6.33
C -2.97 -3.88 3.93
C -1.58 -3.66 3.90
C -0.99 -3.34 2.69
N -1.65 -3.07 1.56
C -3.00 -3.15 1.65
C -3.68 -3.51 2.81
H -5.17 -5.38 5.93
H -5.06 -5.30 4.21
H -0.93 -3.84 4.77
H 0.09 -3.25 2.67
H -3.54 -2.99 0.68
H -4.76 -3.51 2.79
C 2.45 -1.59 0.48
C 3.53 -0.82 0.80
C 4.49 -0.46 -0.20
C 5.57 0.30 0.14
C 5.62 0.83 1.44
C 4.70 0.46 2.44
C 3.71 -0.40 2.18
C 6.60 1.85 1.69
N 7.33 2.73 1.84
H 1.70 -1.84 1.23
H 2.20 -1.85 -0.56
H 4.45 -0.89 -1.19
H 6.37 0.50 -0.59
H 4.78 0.96 3.38
H 2.99 -0.77 2.88
Cl -4.18 3.80 -3.14
C -3.83 2.06 -3.21
Cl -2.11 1.68 -2.76
H -4.02 1.75 -4.24
H -4.48 1.51 -2.55
O 0.81 2.41 -1.58
S 1.69 3.60 -1.86
C 2.66 3.97 -0.32
C 4.15 4.07 -0.69
C 4.47 3.33 -2.01
C 3.18 3.00 -2.82
H 2.49 3.14 0.36
H 2.27 4.92 0.08
H 4.81 3.71 0.14
H 4.42 5.15 -0.85
H 5.04 2.37 -1.84
H 5.15 3.90 -2.67
H 2.98 1.93 -3.01
H 3.14 3.48 -3.79
*
```



ORCA calculation (ωB97M-V with the def2-TZVPD basis set) on C36H45F3I2N4NaO6PS3 as an isolated structure at a distorted geometry.

HOMO-LUMO gap, eV: 6.3
Energy above the lowest of the compared OMol25 structures with the same formula, charge and spin, kcal per mole: 30.5

ORCA input file:
```
! RIJCOSX wB97M-V def2-TZVPD def2/J DEFGRID3
* xyz -2 1
Na -0.63 -0.07 0.77
C 2.51 0.55 -3.54
C 3.91 0.05 -3.33
S 4.88 1.09 -2.13
C 4.08 1.09 -0.52
C 3.30 2.38 -0.18
S 4.02 3.91 -0.83
C 2.81 4.46 -2.14
C 1.93 3.42 -2.79
S 2.49 2.27 -4.12
H 1.88 0.44 -2.61
H 1.99 -0.03 -4.26
H 4.50 0.30 -4.21
H 3.85 -1.02 -3.11
H 4.85 1.02 0.24
H 3.51 0.19 -0.37
H 3.13 2.42 0.87
H 2.26 2.34 -0.57
H 3.46 4.90 -2.89
H 2.17 5.23 -1.71
H 1.14 4.01 -3.35
H 1.30 2.82 -2.15
I -2.03 0.77 -4.20
C -1.64 2.36 -2.97
C -1.57 3.68 -3.40
C -1.31 4.66 -2.44
I -0.71 6.52 -3.06
C -1.07 4.35 -1.11
C -0.67 5.33 -0.12
C -0.30 4.94 1.20
C -0.28 3.60 1.42
N -0.63 2.68 0.51
C -0.97 2.98 -0.73
C -1.11 1.92 -1.74
O -0.85 0.72 -1.43
H -1.66 3.78 -4.47
H -0.89 6.37 -0.45
H -0.10 5.60 2.02
H 0.04 3.21 2.34
C 0.42 -3.49 0.90
N 1.52 -3.08 0.03
C 2.95 -3.18 0.17
C 3.47 -2.46 -1.11
O 4.65 -2.52 -1.45
N 2.40 -2.02 -1.80
C 1.34 -2.38 -1.09
N 0.13 -2.00 -1.44
H 0.29 -2.86 1.76
H 0.60 -4.51 1.24
H -0.54 -3.49 0.39
H 3.33 -4.21 0.22
H 3.29 -2.70 1.03
H 0.00 -1.47 -2.33
H -0.74 -2.14 -0.85
F 5.12 0.69 8.69
C 4.95 1.66 7.75
F 4.26 2.64 8.37
F 6.17 2.19 7.46
C 4.27 1.26 6.48
C 4.81 1.34 5.19
C 4.10 0.96 4.11
C 2.76 0.49 4.13
C 2.24 0.42 5.44
C 2.95 0.83 6.56
C 1.92 0.12 3.01
C 1.38 -0.42 2.09
H 5.84 1.61 4.99
H 4.62 1.01 3.13
H 1.23 -0.01 5.57
H 2.52 0.63 7.57
C -4.30 -0.10 -1.16
C -5.22 -0.84 -0.19
C -5.48 -0.14 1.13
C -6.51 -0.94 -0.92
O -4.80 -2.21 0.01
P -3.39 -2.59 0.74
O -3.77 -3.55 1.88
O -2.55 -1.42 0.97
O -2.65 -3.27 -0.55
C -3.03 -4.29 -1.42
C -3.31 -5.66 -0.77
C -4.36 -3.83 -2.15
C -1.86 -4.41 -2.41
H -4.67 0.93 -1.37
H -4.37 -0.66 -2.03
H -3.23 0.05 -0.87
H -6.00 0.81 0.96
H -4.60 0.11 1.79
H -6.14 -0.68 1.79
H -6.71 -0.01 -1.42
H -7.40 -1.22 -0.32
H -6.34 -1.60 -1.80
H -4.11 -5.61 0.02
H -2.44 -6.08 -0.24
H -3.70 -6.28 -1.63
H -5.22 -4.05 -1.46
H -4.53 -4.48 -3.06
H -4.38 -2.71 -2.20
H -0.91 -4.81 -1.98
H -1.64 -3.45 -2.85
H -2.22 -5.19 -3.15
*
```



ORCA calculation (ωB97M-V with the def2-TZVPD basis set) on C36H45F6N2O7P3S2V as an isolated structure at a distorted geometry.

HOMO-LUMO gap (spin up / spin down), eV: 5.6 / 6.1
Energy above the lowest of the compared OMol25 structures with the same formula, charge and spin, kcal per mole: 15.3

ORCA input file:
```
! RIJCOSX wB97M-V def2-TZVPD def2/J DEFGRID3
* xyz 0 4
V -2.49 0.61 -0.41
C 0.61 -1.15 -3.98
O 1.16 -0.06 -3.24
C 1.52 0.88 -4.25
C 1.77 2.21 -3.61
O 0.55 2.69 -3.05
C 0.41 4.11 -2.86
C 0.22 4.35 -1.39
O -1.08 4.03 -0.89
C -2.01 5.11 -1.07
H -0.43 -0.96 -4.28
H 0.65 -2.03 -3.32
H 1.23 -1.32 -4.84
H 0.68 0.98 -4.97
H 2.42 0.55 -4.82
H 2.11 2.91 -4.41
H 2.54 2.06 -2.83
H -0.48 4.44 -3.37
H 1.29 4.69 -3.26
H 0.48 5.39 -1.21
H 0.90 3.74 -0.80
H -1.72 5.69 -1.97
H -1.98 5.77 -0.16
H -2.99 4.71 -1.18
F -6.07 0.97 -1.74
C -5.77 0.68 -3.01
F -5.99 1.79 -3.73
F -6.55 -0.32 -3.47
S -3.96 0.09 -3.15
O -3.27 1.08 -2.16
O -3.47 0.29 -4.48
N -4.08 -1.39 -2.58
S -3.41 -1.61 -1.11
O -4.02 -0.67 -0.02
O -1.91 -1.24 -1.11
C -4.01 -3.41 -0.36
F -3.40 -4.44 -0.88
F -5.34 -3.57 -0.55
F -3.78 -3.33 0.97
C 0.90 1.49 3.90
P -0.78 2.11 3.43
C -0.62 2.13 1.48
C -1.92 0.76 3.71
C -1.49 -0.36 4.40
C -2.28 -1.52 4.58
C -3.55 -1.51 3.99
C -4.09 -0.33 3.41
C -3.29 0.78 3.19
P -3.83 2.01 1.96
C -3.63 3.72 2.65
C -5.67 2.05 1.88
H 1.16 0.51 3.41
H 1.05 1.46 5.01
H 1.61 2.27 3.62
H 0.41 2.53 1.30
H -1.20 3.01 1.17
H -0.49 0.13 1.11
H -0.49 -0.32 4.85
H -1.88 -2.35 5.14
H -4.18 -2.41 3.99
H -5.12 -0.34 3.04
H -4.15 3.76 3.62
H -4.14 4.38 1.92
H -2.58 4.02 2.76
H -6.11 2.05 2.88
H -5.97 1.15 1.35
H -6.00 2.91 1.26
N -0.91 0.95 0.66
P 3.02 -1.60 -0.02
C 4.56 -0.92 0.62
C 5.71 -0.81 -0.12
C 6.67 0.10 0.28
C 6.64 0.65 1.54
C 5.57 0.36 2.40
C 4.47 -0.31 1.90
C 3.52 -2.56 -1.43
C 3.50 -3.96 -1.54
C 3.68 -4.60 -2.76
C 4.03 -3.83 -3.86
C 4.21 -2.44 -3.77
C 3.84 -1.81 -2.56
C 2.46 -2.87 1.15
C 1.07 -3.11 1.25
C 0.55 -3.88 2.27
C 1.37 -4.35 3.28
C 2.75 -4.15 3.22
C 3.31 -3.40 2.16
H 5.82 -1.32 -1.05
H 7.52 0.23 -0.41
H 7.38 1.42 1.85
H 5.57 0.78 3.40
H 3.54 -0.41 2.43
H 3.26 -4.54 -0.62
H 3.61 -5.66 -2.79
H 4.14 -4.31 -4.80
H 4.58 -1.87 -4.62
H 3.79 -0.72 -2.51
H 0.44 -2.64 0.49
H -0.50 -4.18 2.26
H 0.97 -4.88 4.15
H 3.46 -4.60 3.93
H 4.38 -3.17 2.16
*
```